[1]
This record from the Open Molecules 2025 dataset describes 2 unconnected molecules or ions with the total composition C3H11N2 in a non-equilibrium geometry. The level of theory is wB97M-V/def2-TZVPD.

Each line ends with the Mulliken charge.
Cartesian coordinates (Å):
C1 -1.814 -0.275 -0.589  -0.311
C2 1.015 -0.585 -0.685  -0.486
C3 1.514 -0.575 0.723  -0.131
N1 1.704 0.873 1.097  -0.588
N2 -2.527 0.675 0.242  -0.468
H1 -1.384 0.134 -1.589  0.262
H2 -2.440 -1.133 -0.797  0.325
H3 1.273 -1.429 -1.314  0.300
H4 1.251 0.355 -1.173  0.432
H5 2.423 -1.105 1.038  0.363
H6 0.800 -1.086 1.449  0.296
H7 2.683 1.051 0.796  0.291
H8 1.286 1.285 0.207  0.238
H9 -1.909 1.135 0.877  0.245
H10 -2.982 1.391 -0.249  0.255
H11 -0.892 -0.713 -0.035  -0.025

Forces on atoms 1 to 6 (eV/Å):
1.355 0.870 -0.924
3.392 -1.251 1.274
-1.892 1.347 1.170
0.143 -0.160 -2.967
1.355 -1.360 0.294
-0.938 -0.452 1.144

Computed properties:
- energy above the lowest of the compared OMol25 structures with the same formula, charge and spin (kcal/mol) = 141.4
- LUMO energy (eV) = -8.25
- net charge = +1
- HOMO energy (eV) = -13.9

[2]
This record from the Open Molecules 2025 dataset describes a single C21H34N2O4 molecule. The level of theory is wB97M-V/def2-TZVPD.

Each line ends with the Mulliken charge.
Cartesian coordinates (Å):
C1 1.439 2.032 5.195  -1.411
H1 0.369 1.881 5.321  0.338
C2 1.810 2.036 3.718  0.337
C3 1.097 3.167 2.973  -0.904
O1 1.444 3.231 1.606  -0.504
C4 0.989 2.272 0.737  1.394
C5 0.001 1.349 1.058  -0.585
C6 -0.429 0.389 0.160  -0.646
C7 0.123 0.332 -1.108  0.450
C8 1.094 1.261 -1.448  -0.609
C9 1.540 2.234 -0.559  0.209
O2 2.505 3.044 -1.079  -0.499
C10 3.011 4.149 -0.365  -0.812
H2 3.564 3.839 0.524  0.259
H3 2.218 4.840 -0.073  0.290
H4 3.689 4.646 -1.059  0.319
H5 1.541 1.256 -2.431  0.423
C11 -0.209 -0.780 -2.085  -1.931
N1 0.728 -1.882 -1.838  0.000
C12 0.648 -2.676 -0.745  0.502
O3 -0.353 -2.753 -0.055  -0.669
C13 1.901 -3.476 -0.457  -1.343
H6 2.367 -3.797 -1.390  0.423
H7 1.604 -4.359 0.111  0.387
C14 2.917 -2.671 0.381  0.998
C15 2.273 -2.144 1.661  -1.251
H8 3.022 -1.672 2.293  0.466
H9 1.506 -1.409 1.426  0.039
H10 1.809 -2.954 2.219  0.395
C16 3.541 -1.519 -0.405  -1.558
H11 3.958 -1.868 -1.348  0.376
H12 4.350 -1.077 0.173  0.465
H13 2.811 -0.737 -0.603  0.228
H14 3.718 -3.368 0.656  0.328
H15 1.608 -1.830 -2.326  0.369
N2 -1.559 -1.247 -1.981  0.036
C17 -2.443 -1.160 -3.003  0.514
O4 -2.174 -0.624 -4.058  -0.705
C18 -3.807 -1.739 -2.686  -0.926
H16 -4.185 -2.218 -3.590  0.471
H17 -3.734 -2.483 -1.892  0.259
C19 -4.781 -0.624 -2.271  0.742
C20 -4.331 0.042 -0.973  -1.285
H18 -4.268 -0.692 -0.171  0.282
H19 -5.045 0.808 -0.677  0.481
H20 -3.358 0.512 -1.094  0.229
C21 -6.188 -1.194 -2.116  -1.601
H21 -6.207 -1.952 -1.335  0.364
H22 -6.889 -0.407 -1.847  0.399
H23 -6.525 -1.649 -3.045  0.394
H24 -4.788 0.128 -3.067  0.285
H25 -1.758 -1.783 -1.146  0.402
H26 -0.069 -0.434 -3.116  0.672
H27 -1.181 -0.319 0.468  0.564
H28 -0.450 1.364 2.037  0.341
H29 1.420 4.133 3.373  0.445
H30 0.010 3.094 3.103  0.292
H31 2.888 2.172 3.605  0.302
H32 1.548 1.077 3.267  0.046
H33 1.708 2.977 5.661  0.341
H34 1.961 1.232 5.713  0.384

Forces on atoms 1 to 6 (eV/Å):
0.062 -0.020 -0.230
-0.117 -0.019 0.089
-0.162 0.190 -0.117
0.101 -0.220 0.375
0.004 -0.084 -0.439
0.123 0.069 -0.057

Computed properties:
- energy above the lowest of the compared OMol25 structures with the same formula, charge and spin (kcal/mol) = 33.1
- LUMO energy (eV) = 0.72
- HOMO energy (eV) = -8.1
- SMILES string = CCCOc1ccc(C(NC(=O)CC(C)C)NC(=O)CC(C)C)cc1OC

[3]
This record from the Open Molecules 2025 dataset describes a single C3H8N2O2 molecule in a non-equilibrium geometry. The level of theory is wB97M-V/def2-TZVPD.

Each line ends with the Mulliken charge.
Cartesian coordinates (Å):
C1 -0.646 0.901 0.871  -0.318
N1 0.440 -1.094 -0.437  -0.228
C2 0.711 -0.117 0.428  0.277
N2 -1.626 -0.864 -2.046  -0.378
C3 1.728 -0.002 1.292  -0.920
O1 -1.146 -1.135 -0.785  -0.216
O2 -0.257 2.237 0.871  -0.504
H1 0.583 2.347 0.398  0.376
H2 1.132 -1.400 -1.111  0.285
H3 -1.972 -1.736 -2.438  0.260
H4 -0.844 -0.502 -2.589  0.250
H5 -1.566 0.814 0.303  0.270
H6 -0.814 0.532 1.884  0.285
H7 1.644 0.608 2.185  0.274
H8 2.633 -0.586 1.174  0.284

Forces on atoms 1 to 6 (eV/Å):
2.159 -1.936 -0.312
-2.483 -1.289 -2.084
-3.370 2.867 3.021
0.640 0.454 -0.784
0.405 -0.197 -0.632
2.743 -0.353 2.017

Computed properties:
- energy above the lowest of the compared OMol25 structures with the same formula, charge and spin (kcal/mol) = 169.8
- LUMO energy (eV) = 0.67
- HOMO energy (eV) = -8.2
- SMILES string = C=C(CO)NON